Record 1
{"formula": "C20H51N2O7", "method": "wB97M-V/def2-TZVPD", "symbols": ["C", "O", "C", "C", "C", "C", "C", "C", "N", "C", "C", "C", "C", "N", "O", "C", "C", "C", "C", "H", "H", "H", "H", "H", "H", "H", "H", "H", "H", "H", "H", "H", "H", "H", "H", "H", "H", "H", "H", "H", "H", "H", "H", "H", "H", "H", "H", "H", "H", "H", "C", "O", "H", "H", "H", "H", "C", "O", "H", "H", "H", "H", "C", "O", "H", "H", "H", "H", "C", "O", "H", "H", "H", "H", "C", "O", "H", "H", "H", "H"], "coordinates": [[3.015, -2.282, 1.208], [1.864, -1.501, 1.039], [2.140, -0.256, 0.424], [0.852, 0.351, -0.126], [1.190, 1.739, -0.788], [2.646, 2.223, -0.788], [2.782, 3.524, -1.602], [4.222, 3.755, -2.060], [5.177, 4.073, -0.997], [0.241, -0.571, -1.208], [-0.857, -1.583, -0.830], [-0.364, -2.942, -0.307], [-1.647, -1.856, -2.122], [-1.798, -1.055, 0.209], [-3.004, -1.450, 0.125], [-1.608, 0.317, 0.718], [-2.382, 0.418, 2.044], [-2.188, 1.356, -0.270], [-0.137, 0.560, 1.040], [3.720, -1.810, 1.901], [2.720, -3.243, 1.623], [3.528, -2.460, 0.257], [2.856, -0.415, -0.388], [2.583, 0.409, 1.173], [0.854, 1.747, -1.825], [0.618, 2.516, -0.280], [3.317, 1.491, -1.236], [2.954, 2.446, 0.234], [2.446, 4.376, -1.016], [2.172, 3.452, -2.505], [4.577, 2.851, -2.557], [4.255, 4.548, -2.808], [4.775, 4.733, -0.347], [5.466, 3.249, -0.495], [-0.150, 0.028, -2.029], [1.054, -1.164, -1.635], [-1.188, -3.633, -0.461], [-0.116, -2.893, 0.746], [0.473, -3.290, -0.909], [-0.923, -2.066, -2.914], [-2.295, -2.720, -2.036], [-2.217, -0.981, -2.428], [-3.448, 0.312, 1.859], [-2.047, -0.346, 2.743], [-2.211, 1.405, 2.473], [-2.904, 2.005, 0.227], [-1.414, 2.001, -0.682], [-2.688, 0.870, -1.106], [0.127, -0.150, 1.828], [-0.037, 1.554, 1.470], [-4.216, -5.223, 1.091], [-3.437, -4.797, -0.021], [-4.608, -6.211, 0.861], [-3.615, -5.292, 2.002], [-5.055, -4.543, 1.267], [-3.103, -3.918, 0.188], [1.965, 7.327, -1.497], [1.748, 6.425, -2.576], [2.330, 6.744, -0.655], [2.715, 8.081, -1.750], [1.040, 7.827, -1.199], [1.427, 6.934, -3.324], [-3.670, 5.092, -0.416], [-2.257, 5.232, -0.298], [-3.988, 4.378, 0.339], [-4.183, 6.041, -0.241], [-3.946, 4.707, -1.401], [-1.962, 5.856, -0.963], [-2.473, -4.333, 4.825], [-2.571, -5.697, 4.427], [-3.464, -3.897, 4.721], [-2.157, -4.242, 5.867], [-1.779, -3.779, 4.188], [-1.702, -6.094, 4.511], [1.860, -5.919, -0.476], [1.252, -5.903, -1.760], [2.387, -4.975, -0.358], [1.109, -6.002, 0.315], [2.579, -6.737, -0.380], [0.773, -6.726, -1.876]], "s_squared": 0.75, "spin_multiplicity": 2, "lumo_ev": [0.427, 0.426], "orbital_gap_ev": [8.28, 9.48]}


Record 2
{"formula": "C20H52O20PbS6", "method": "wB97M-V/def2-TZVPD", "symbols": ["Pb", "O", "C", "C", "O", "H", "H", "H", "H", "O", "S", "O", "O", "C", "C", "C", "H", "H", "H", "H", "H", "H", "H", "H", "O", "S", "O", "O", "C", "C", "C", "H", "H", "H", "H", "H", "H", "H", "H", "O", "S", "O", "O", "C", "C", "C", "H", "H", "H", "H", "H", "H", "H", "H", "O", "S", "O", "O", "C", "C", "C", "H", "H", "H", "H", "H", "H", "H", "H", "O", "S", "O", "O", "C", "C", "C", "H", "H", "H", "H", "H", "H", "H", "H", "O", "S", "O", "O", "C", "C", "C", "H", "H", "H", "H", "H", "H", "H", "H"], "coordinates": [[1.154, -0.810, 0.004], [0.995, -2.864, -1.595], [1.963, -3.960, -1.739], [2.092, -4.776, -3.112], [0.935, -4.631, -4.015], [1.450, -4.722, -1.152], [2.834, -3.536, -1.238], [2.365, -5.777, -2.776], [3.057, -4.646, -3.601], [-0.978, -1.542, 1.619], [-2.128, -1.908, 2.419], [-1.988, -1.706, 3.904], [-3.439, -1.156, 1.773], [-4.587, -0.962, 2.626], [-5.015, 0.527, 2.501], [-2.658, -3.644, 2.136], [-4.457, -1.231, 3.675], [-5.451, -1.479, 2.208], [-5.308, 0.765, 1.478], [-4.233, 1.279, 2.610], [-5.793, 0.780, 3.221], [-2.022, -4.203, 2.822], [-2.512, -3.889, 1.084], [-3.654, -3.612, 2.578], [1.530, -0.099, -2.352], [1.553, -0.371, -3.802], [0.639, -1.325, -4.423], [1.515, 0.985, -4.646], [2.564, 1.972, -4.511], [2.992, 2.534, -5.881], [3.356, -0.855, -4.250], [3.277, 1.625, -3.763], [2.085, 2.788, -3.972], [2.079, 2.753, -6.434], [3.398, 1.638, -6.351], [3.738, 3.317, -5.746], [4.022, -0.387, -3.525], [3.674, -0.470, -5.219], [3.378, -1.939, -4.137], [1.996, -2.538, 1.865], [2.203, -3.645, 2.849], [2.815, -3.312, 4.121], [0.713, -4.388, 3.163], [0.568, -5.214, 4.335], [-0.069, -4.534, 5.545], [3.072, -4.962, 1.983], [1.564, -5.520, 4.657], [0.100, -6.178, 4.137], [-0.256, -3.515, 5.204], [0.442, -4.394, 6.497], [-1.016, -5.069, 5.614], [4.079, -4.607, 1.766], [2.457, -5.334, 1.163], [3.179, -5.722, 2.756], [1.157, 0.680, 2.123], [0.811, 1.546, 3.271], [1.268, 1.219, 4.613], [1.450, 3.038, 2.897], [1.313, 4.147, 3.833], [2.122, 5.266, 3.148], [-0.968, 1.896, 3.289], [1.834, 3.838, 4.739], [0.264, 4.326, 4.070], [3.183, 5.018, 3.131], [2.120, 6.222, 3.670], [1.827, 5.468, 2.118], [-1.570, 1.136, 3.788], [-1.175, 1.795, 2.223], [-1.146, 2.874, 3.734], [0.884, 1.590, -0.666], [0.842, 3.055, -1.001], [0.304, 3.485, -2.307], [0.137, 3.859, 0.299], [-0.597, 4.975, 0.008], [-1.987, 4.671, -0.432], [2.500, 3.659, -0.788], [-0.016, 5.609, -0.662], [-0.625, 5.730, 0.794], [-2.453, 4.323, 0.490], [-2.004, 4.077, -1.346], [-2.433, 5.630, -0.692], [2.739, 3.183, 0.163], [2.646, 4.732, -0.907], [3.146, 3.181, -1.525], [-1.402, -1.138, -2.809], [-2.210, -0.378, -1.836], [-1.479, -0.082, -0.638], [-2.622, 1.059, -2.430], [-2.882, 1.216, -3.880], [-1.708, 1.254, -4.879], [-3.887, -1.066, -1.544], [-3.105, 2.282, -3.921], [-3.798, 0.732, -4.218], [-2.109, 1.806, -5.729], [-1.374, 0.266, -5.197], [-0.775, 1.667, -4.494], [-3.915, -2.005, -0.992], [-4.282, -1.176, -2.553], [-4.294, -0.197, -1.027]], "lumo_ev": -0.198, "orbital_gap_ev": 3.20}


Record 3
{"formula": "C20H53ClN3O12", "method": "wB97M-V/def2-TZVPD", "symbols": ["Cl", "O", "O", "O", "O", "C", "O", "C", "C", "N", "C", "C", "O", "C", "H", "H", "H", "H", "H", "H", "H", "H", "H", "H", "H", "H", "H", "H", "H", "C", "O", "C", "C", "N", "C", "C", "O", "C", "H", "H", "H", "H", "H", "H", "H", "H", "H", "H", "H", "H", "H", "H", "H", "C", "O", "C", "C", "N", "C", "C", "O", "C", "H", "H", "H", "H", "H", "H", "H", "H", "H", "H", "H", "H", "H", "H", "H", "C", "O", "H", "H", "H", "H", "C", "O", "H", "H", "H", "H"], "coordinates": [[-1.021, 0.156, -1.802], [-1.401, 0.682, -0.509], [-1.961, -0.911, -2.157], [-1.131, 1.213, -2.820], [0.354, -0.239, -1.800], [3.113, 2.238, 7.233], [1.663, 2.119, 7.219], [1.089, 1.089, 6.413], [1.508, 1.165, 4.892], [0.565, 0.746, 3.852], [-0.258, -0.464, 3.984], [-1.282, -0.618, 2.805], [-2.180, -1.731, 2.934], [-3.330, -1.888, 2.124], [3.448, 1.354, 7.775], [3.488, 3.183, 7.627], [3.699, 2.171, 6.316], [0.000, 1.041, 6.426], [1.406, 0.138, 6.841], [2.523, 0.840, 4.667], [1.784, 2.170, 4.575], [0.355, 1.369, 3.085], [-0.667, -0.477, 4.994], [0.453, -1.287, 3.908], [-0.744, -0.799, 1.874], [-1.852, 0.295, 2.634], [-3.214, -1.657, 1.065], [-4.178, -1.295, 2.465], [-3.581, -2.947, 2.173], [2.102, 4.268, -2.488], [2.304, 3.967, -1.141], [1.748, 2.729, -0.707], [1.715, 2.569, 0.850], [0.318, 2.569, 1.378], [-0.175, 3.954, 1.565], [-1.755, 3.929, 1.410], [-2.043, 5.333, 1.210], [-3.406, 5.583, 0.910], [1.056, 4.092, -2.738], [2.693, 3.515, -3.010], [2.275, 5.344, -2.523], [2.244, 1.828, -1.068], [0.722, 2.742, -1.076], [2.435, 3.193, 1.379], [2.272, 1.638, 0.967], [-0.374, 2.143, 0.778], [0.275, 4.604, 0.815], [0.166, 4.295, 2.543], [-2.227, 3.260, 2.130], [-1.781, 3.481, 0.417], [-3.547, 5.315, -0.137], [-3.674, 6.639, 0.933], [-4.155, 5.077, 1.519], [-2.232, -3.717, -6.398], [-1.378, -4.195, -5.459], [-1.700, -3.591, -4.228], [-0.632, -3.886, -3.232], [-0.517, -5.247, -2.857], [0.694, -5.478, -1.948], [0.553, -4.800, -0.501], [-0.486, -5.452, 0.264], [-1.554, -4.529, 0.412], [-2.150, -4.369, -7.268], [-1.939, -2.717, -6.716], [-3.282, -3.650, -6.114], [-2.654, -3.967, -3.857], [-1.759, -2.505, -4.309], [-0.926, -3.374, -2.315], [0.155, -3.268, -3.663], [-1.286, -5.502, -2.253], [1.614, -5.114, -2.405], [0.899, -6.522, -1.712], [0.452, -3.715, -0.477], [1.501, -5.090, -0.048], [-2.429, -5.026, 0.831], [-2.009, -4.296, -0.550], [-1.166, -3.755, 1.075], [0.578, 2.598, -5.914], [1.181, 1.693, -6.748], [1.231, 3.417, -5.611], [-0.143, 3.085, -6.570], [-0.053, 2.121, -5.164], [0.833, 1.952, -7.604], [3.791, -2.029, -0.326], [3.064, -0.941, 0.248], [4.854, -1.973, -0.094], [3.265, -2.871, 0.124], [3.656, -1.888, -1.399], [2.136, -1.124, 0.082]], "lumo_ev": 2.648, "orbital_gap_ev": 8.13, "charge": -1}


Number 1: total energy -1428.64164 hartree. Number 2: total energy -4879.53197 hartree. Number 3: total energy -2320.65756 hartree.